# C3H2N2

The molecule C3H2N2 in a non-equilibrium geometry (wB97M-V/def2-TZVPD, OMol25).

Charge   0
Highest occupied orbital energy   -10.677 eV
Orbital gap   9.06 eV
LUMO   -1.62 eV
ΔE to the lowest compared entry with this formula, charge and spin   6.111 eV

Each line ends with the natural charge from an NBO analysis.
Cartesian coordinates (Å):
1 C -1.9993 -0.0748 0.7055  0.308
2 C -0.7705 0.1679 0.3987  -0.373
3 C 0.3564 -0.2349 -0.5648  -0.248
4 N 0.3488 0.6832 1.1949  -0.049
5 N 1.2340 0.3635 0.3662  -0.108
6 H 0.7077 -1.2673 -0.7492  0.241
7 H 0.1230 0.3626 -1.3513  0.230